This record from the Open Molecules 2025 dataset describes a molecular structure, CEuNO5S2 at a distorted geometry. The level of theory is wB97M-V/def2-TZVPD.

```
10
Properties=species:S:1:pos:R:3:forces:R:3
Eu -0.31949 0.46327 1.77323 1.2 4.5 -0.6
N -0.85375 -1.22330 -0.01548 -0.7 -1.2 0.8
S 0.82456 -1.30535 -0.41518 0.6 2.6 -1.6
O 1.37925 -0.48118 0.79691 0.8 -1.4 -1.0
S -1.40380 -2.15646 1.19171 0.4 1.0 -0.8
O -1.29849 -1.21790 2.44315 -2.0 -3.6 1.1
O 0.86995 -0.36370 -1.63069 0.0 -1.4 2.0
C 0.43938 1.92058 -1.46942 -3.8 2.3 1.7
O 0.73645 2.28801 -0.37519 1.8 -1.5 -0.3
O -0.37405 2.07602 -2.29905 1.7 -1.4 -1.3
```
Positions in Å, forces in eV/Å.

Calculated values
- spin multiplicity = 9
- largest force on an atom (eV/A) = 4.8
- M (Da) = 322.11
- E_tot (Ha) = -1975.73670